Computed, not measured: C26H46AlO2P2 as an isolated structure, with ωB97M-V/def2-TZVPD.

As for the energy above the lowest of the compared OMol25 structures with the same formula, charge and spin: 646.2 kJ/mol. The electronic energy is -2093.4662 a.u. As for the total charge: +1.

XYZ file:
```
77
C26H46AlO2P2 | the Open Molecules 2025 dataset | ωB97M-V/def2-TZVPD
P 0.2366 0.9484 -2.7687
P 2.6662 -0.9345 -0.7382
Al 4.7982 1.7932 -0.8979
O 0.3922 -2.0748 -1.4754
O 1.1315 -2.7232 0.5941
C -1.3764 -0.5934 1.9536
C 0.0985 2.7935 1.4881
C -2.1620 -0.0954 0.8837
C -0.6640 1.5259 1.4717
C 0.4982 2.5306 -3.6819
C 5.7881 4.3465 -0.6608
C -1.0575 0.2206 -3.8885
C 6.5657 1.9854 -0.0886
C -0.6708 -3.0407 -1.3245
C 2.4983 0.5438 0.2838
C 5.6895 2.8942 -3.3484
C 4.1694 -1.7912 -0.2110
C -1.7326 1.2208 0.5872
C 1.6407 -0.0749 -3.3801
C -3.2751 -0.8068 0.2245
C 2.8438 -0.4251 -2.4648
C -2.2576 2.1010 -0.4805
C 6.9812 2.3849 -2.6446
C 4.5154 3.7253 -1.2012
C -0.4689 0.4173 2.3458
C 0.5144 0.3048 3.4427
C 6.6324 3.4475 0.2921
C 4.4799 2.9889 -2.4380
C 1.2616 -2.0762 -0.4344
C 6.6972 1.5045 -1.4422
C -1.5008 -1.9210 2.5772
H 3.3424 -1.2880 -2.9368
H 1.2214 -0.5209 3.2559
H 6.4399 4.6738 -1.4802
H -1.1295 -2.9415 -0.3346
H -1.3835 -2.7893 -2.1089
H 1.2170 -1.0001 -3.8086
H 1.0815 1.2333 3.5746
H -2.0365 0.6557 -3.6385
H 5.9115 3.8589 -3.8276
H -2.5654 1.5193 -1.3602
H 0.8980 2.3260 -4.6762
H -0.6101 -2.1584 3.1683
H 7.5329 1.7722 -3.3854
H -2.3767 -1.9684 3.2431
H 1.2034 3.1387 -3.1135
H -0.2743 -4.0522 -1.4783
H -4.1759 -0.8222 0.8617
H 2.9384 1.4667 -0.1942
H 0.3424 3.1295 0.4703
H -3.1418 2.6650 -0.1425
H -0.5050 3.5888 1.9577
H 5.0375 -1.4725 -0.8088
H 7.0964 0.5016 -1.5805
H 0.0163 0.0899 4.4012
H 7.6390 3.2275 -2.3950
H 5.4354 2.1844 -4.1560
H -0.8287 0.4154 -4.9488
H -3.5430 -0.3342 -0.7279
H 5.4958 5.2384 -0.0903
H -1.6216 -2.7102 1.8248
H -1.1007 -0.8657 -3.7201
H 6.2513 3.5420 1.3209
H 1.0253 2.6924 2.0623
H -1.5096 2.8337 -0.8063
H 6.9151 1.3118 0.6980
H 2.9743 0.3711 1.2574
H -3.0097 -1.8496 0.0117
H 4.3805 -1.5845 0.8501
H 3.5522 0.4453 -2.4671
H 3.5890 4.2275 -0.9078
H 4.0175 -2.8743 -0.3390
H 7.6685 3.8373 0.3164
H -0.4492 3.0873 -3.7679
H 1.4398 0.7706 0.4514
H 2.0236 0.5192 -4.2220
H 3.5120 2.9146 -2.9511
```

***

Computed, not measured: a 3-piece molecular cluster, C26H46BrO6P overall, with ωB97M-V/def2-TZVPD.

The electronic energy is -4385.0785 a.u.

XYZ file:
```
80
C26H46BrO6P | the Open Molecules 2025 dataset | ωB97M-V/def2-TZVPD
Br -3.1777 2.0470 -1.1505
P -3.5156 -1.0406 -2.1612
O 5.7831 -0.9922 -2.8089
O -0.7038 -2.0564 -3.1553
O -0.1845 2.7608 -1.3720
O 5.2144 -3.1003 -2.2746
O -4.3892 -0.5799 -3.5022
O -3.2824 -2.6870 -2.1293
C -5.0311 0.4849 1.7190
C 3.7448 -1.7848 4.1438
C -1.8501 -0.2153 -2.2440
C -8.5448 1.0119 2.9544
C 2.4287 -0.1354 1.0331
C 0.8838 0.9710 -2.3859
C -0.6246 -0.9305 -2.7838
C 6.3693 -1.8890 -0.6229
C 3.8395 -0.2931 3.8234
C 3.4612 -0.2712 -5.2587
C 5.6064 -1.2992 -4.2075
C 2.5042 0.3924 3.5262
C -5.8495 1.7631 1.5687
C 3.4076 0.8834 -2.8821
C -1.6974 1.0190 -1.8143
C 5.7324 -2.0672 -2.0075
C -6.3311 2.3365 2.9008
C -7.2740 1.4298 3.6939
C 3.5821 1.0386 -4.4294
C -9.4444 2.1879 2.5882
C -0.3376 1.6749 -1.8289
C 2.9321 -2.0818 5.3998
C 0.7148 -0.2570 -2.8419
C 1.7068 -0.2156 2.3736
C 4.1456 -1.5159 -4.6419
C 2.2047 1.7396 -2.3932
H -6.8201 3.2974 2.7149
H -3.8403 -3.1200 -2.7950
H 1.8951 -1.7585 5.2960
H 4.0881 -2.3286 -5.3764
H 7.2132 -1.1956 -0.6658
H 2.4161 -0.5055 -5.5001
H 1.4531 -1.2569 2.5913
H 1.5373 -0.8132 -3.2836
H -4.6867 0.1382 0.7432
H 6.1341 -2.2463 -4.3950
H -9.7454 2.7401 3.4810
H 3.3634 -1.5813 6.2693
H 4.7581 -2.1720 4.2846
H 3.3239 -2.3320 3.2954
H 4.5153 -0.1590 2.9729
H -5.4605 2.5607 3.5258
H -10.3496 1.8332 2.0918
H 6.1350 -0.5361 -4.7883
H -6.6984 1.5783 0.9035
H 3.9633 -0.0780 -6.2225
H 2.7640 1.6913 -4.7695
H -5.2651 -0.9746 -3.3768
H 3.5586 -1.8410 -3.7740
H 6.6791 -2.8970 -0.3307
H 2.6990 1.4471 3.3056
H 2.4409 1.9967 -1.3492
H 0.7563 0.3189 2.2908
H 3.2777 -0.1480 -2.5476
H -4.1520 0.6586 2.3443
H 1.8086 -0.5530 0.2367
H -5.2311 2.5171 1.0724
H -6.7370 0.5290 4.0054
H 4.3227 1.2724 -2.4212
H -7.5544 1.9453 4.6182
H 3.3647 -0.6975 1.0503
H 2.9222 -3.1545 5.6005
H -8.9471 2.8802 1.9069
H 1.8827 0.3862 4.4262
H 4.3133 0.2216 4.6654
H 5.6117 -1.5911 0.1121
H -5.6178 -0.3197 2.1663
H 4.5122 1.5618 -4.6794
H -8.2934 0.4462 2.0530
H -9.1082 0.3288 3.5965
H 2.1221 2.6787 -2.9498
H 2.6513 0.9030 0.7754
```

***

Computed, not measured: C26H46CrN6O5S2 as an isolated structure, with ωB97M-V/def2-TZVPD.

As for the energy above the lowest of the compared OMol25 structures with the same formula, charge and spin: 126.7 kJ/mol. As for the expectation value of S²: 6.020. The electronic energy is -3563.3327 a.u. The spin multiplicity is 5. As for the total charge: +2.

XYZ file:
```
86
C26H46CrN6O5S2 | the Open Molecules 2025 dataset | ωB97M-V/def2-TZVPD
Cr 0.8839 0.6347 -0.2956
S -2.9547 -2.6154 3.8983
S -0.5402 -1.4893 -0.5401
O 3.3077 -3.4839 2.7493
O 1.7530 -3.6907 4.2394
O -3.5335 -3.4649 2.8932
O -3.1185 -1.1761 3.8222
O -0.7117 -2.2285 0.7406
N 0.2832 0.9258 -2.2386
N 1.1930 -0.1886 1.5593
N -0.7300 1.4725 -4.2687
N -1.5766 2.3299 -2.2815
N 2.3289 -3.1016 3.3473
N 0.5777 -1.3092 3.3474
C -2.1271 -2.4053 -2.5323
C 5.1617 0.3759 -1.9826
C 2.0162 2.8702 -0.4662
C 2.0881 -1.2228 1.7372
C 2.7505 2.0890 0.4247
C 0.3002 -0.2736 2.5467
C 3.7461 1.2451 -0.0951
C -2.1127 3.5614 -2.8765
C 0.1545 -2.6170 -1.7639
C -1.7511 2.2777 -0.8399
C -3.5072 -3.1706 5.4867
C 1.7389 4.0061 -2.7002
C 0.4274 1.0329 -5.0408
C 3.4119 2.1755 -2.2828
C -2.0075 1.4765 -4.9884
C -0.6578 1.5602 -2.9215
C -2.1644 -1.4210 -1.3579
C 1.7081 -1.9051 2.8307
C 4.0731 1.2633 -1.4448
C 2.3987 2.9860 -1.8171
C -1.1983 -2.9333 3.8689
C 2.6826 2.3692 1.9051
C -0.8553 0.6464 2.7084
C -1.0443 -3.4378 -2.2236
C -0.3284 -1.7912 4.4151
C -3.2189 -2.1896 6.6178
H -1.7941 0.1011 2.8134
H 1.7149 2.7744 2.2030
H -1.1712 3.0573 -0.3353
H -0.7345 1.2747 3.5940
H -3.0311 -4.1416 5.6381
H 3.4366 3.1258 2.1288
H -2.1477 -2.0795 6.8016
H -0.7938 -4.0478 -3.0895
H 0.5808 -2.0276 -2.5790
H 1.3073 3.5900 -0.0641
H -1.3610 -4.1068 -1.4225
H -1.6507 3.7558 -3.8376
H -1.0352 -3.0627 2.7962
H -3.6691 -2.5628 7.5360
H -3.6356 -1.2091 6.4009
H 5.6233 0.8104 -2.8678
H 0.8313 0.3406 -2.8591
H 3.7372 2.2691 -3.3149
H 0.3437 1.4321 -6.0495
H 2.2638 4.1061 -3.6490
H 4.7625 -0.6015 -2.2660
H -1.4741 1.3030 -0.4475
H -0.9370 -0.9372 4.6946
H 4.3345 0.6423 0.5891
H 0.4872 -0.0586 -5.1169
H -2.8184 -1.7347 -0.5421
H -2.8369 1.4525 -4.2873
H -2.8021 2.4267 -0.5935
H 1.7274 4.9840 -2.2169
H 0.9395 -3.1683 -1.2460
H -3.1052 -2.8626 -2.6716
H -1.8803 4.3966 -2.2134
H 0.2641 -2.0987 5.2663
H -0.9992 -3.8855 4.3573
H -1.8769 -1.8731 -3.4534
H 2.9049 1.4941 2.5106
H 1.3479 1.4206 -4.6061
H -4.5736 -3.3445 5.3293
H -2.4061 -0.4000 -1.6459
H 2.9179 -1.4302 1.0835
H 0.7005 3.7403 -2.9119
H -3.1943 3.5082 -2.9988
H -2.1071 2.3479 -5.6347
H -2.0590 0.5819 -5.6094
H 5.9362 0.2068 -1.2356
H -0.9139 1.3073 1.8424
```

***

Computed, not measured: a 3-piece molecular cluster, C26H46N2O14S2 overall, with ωB97M-V/def2-TZVPD.

The electronic energy is -2977.4127 a.u.

XYZ file:
```
90
C26H46N2O14S2 | the Open Molecules 2025 dataset | ωB97M-V/def2-TZVPD
S 1.2181 -1.3943 -1.8500
S 1.4516 4.9622 -0.3796
O -0.0877 0.1776 -0.0259
O -5.8947 -5.0158 -1.5601
O 0.9388 0.1831 -2.2465
O -0.3554 -3.5991 3.6807
O 4.2418 4.9340 -0.2260
O 1.7216 -1.0999 -0.2902
O 1.0409 0.4699 -5.1224
O 0.0796 -2.2703 -2.0036
O 2.4292 1.9286 -4.0600
O -1.3049 -3.4773 5.6221
O -2.5305 -4.2029 3.8592
O 2.3142 -2.0388 -2.5491
O -4.4595 -3.9847 -2.8086
O -5.5093 -2.8169 -1.1751
N 3.3943 6.7031 0.7428
N 4.7375 6.7270 0.7989
C 3.1548 0.8811 -1.8736
C -6.7653 -5.0192 -0.4294
C 1.7048 1.0221 -1.3043
C -2.6228 -5.1274 6.8342
C -2.5745 -2.5644 -2.2006
C 1.5399 3.0285 2.8673
C -3.7123 -2.8125 -3.1698
C 3.0922 5.5670 0.0658
C 5.3072 5.6823 0.2261
C 0.9433 2.3874 -1.3971
C 1.7118 1.4578 -5.1454
C 3.2493 0.9160 -3.4428
C 1.3479 0.2635 0.0657
C 1.9129 0.8339 1.4015
C 1.8236 3.6651 -1.6527
C -0.6378 -0.7595 0.9261
C -0.3999 -3.9913 2.3077
C 1.7038 2.2645 -6.4908
C -1.5046 -3.7945 4.3387
C 0.9063 1.7767 2.1882
C 0.4965 3.2990 -6.3483
C -5.3111 -3.8326 -1.7922
C 0.4591 3.8155 3.7517
C 3.2938 1.5606 1.2590
C -1.9395 -0.1245 1.5105
C -2.4337 -3.6644 6.4863
H 3.6427 -0.0783 -1.5618
H -0.4621 -5.0772 2.2316
H -2.2233 -3.0990 7.3947
H 3.1177 -0.1013 -3.8859
H 3.2266 2.5335 0.7115
H -7.2858 -5.9751 -0.4173
H -0.9682 -1.6520 0.3282
H 0.7976 3.7573 4.8095
H -2.9522 -2.3370 -1.2010
H -2.6485 -0.8717 1.9340
H -2.4742 0.3408 0.6393
H -0.5194 3.3131 3.5841
H 1.9360 3.7849 2.1499
H 0.4318 4.8957 3.4651
H -4.3725 -1.9461 -3.2472
H -1.7287 0.7233 2.2065
H 0.0238 2.0674 1.5639
H 0.8552 4.1378 -5.7020
H 0.3010 2.6078 -0.5077
H 0.5256 -3.6638 1.8366
H -1.9631 -1.7310 -2.5323
H 0.4730 1.1610 3.0231
H 4.3149 1.1904 -3.6748
H -1.7017 -5.5449 7.2459
H 3.8556 1.6770 -1.5081
H 2.3869 2.7760 3.5552
H 3.8341 1.6793 2.2280
H 0.0817 -1.1319 1.6877
H -3.4253 -5.2491 7.5630
H 2.6558 2.8249 -6.6330
H 2.9197 3.5034 -1.6720
H 1.5332 1.5566 -7.3350
H -1.2360 -3.5227 1.7894
H -2.8717 -5.7141 5.9491
H -6.1836 -4.9261 0.4886
H 1.5511 4.0891 -2.6496
H -1.9481 -3.4511 -2.1106
H 3.9588 0.9006 0.6404
H -3.3071 -2.9993 -4.1647
H -0.2904 2.7813 -5.7435
H 6.3611 5.4070 0.1065
H 0.2218 2.3145 -2.2494
H 2.0958 -0.0519 2.0665
H -7.5045 -4.2214 -0.4962
H 0.1273 3.6431 -7.3348
H -3.3335 -3.2367 6.0403
```

***

Computed, not measured: C26H46N2O7P2TeV as an isolated structure, with ωB97M-V/def2-TZVPD.

As for the expectation value of S²: 2.014. The electronic energy is -3549.1987 a.u. The spin multiplicity is 3. As for the total charge: +1.

XYZ file:
```
85
C26H46N2O7P2TeV | the Open Molecules 2025 dataset | ωB97M-V/def2-TZVPD
Te -0.4865 -1.6131 -4.2380
V -0.0684 -0.0479 0.4239
P -0.2885 -0.6757 2.8968
P 0.9757 -1.0923 -2.5447
O 0.7510 0.1406 3.7767
O 0.3284 -0.8531 -1.1308
O -1.6812 -0.1091 3.3967
O 2.0593 -2.2070 -2.1899
O 1.9321 -1.7127 0.9942
O -0.1505 -2.1340 3.5294
O 1.7773 0.2790 -2.6836
N 0.6479 1.7486 0.8278
N -1.8791 0.8606 0.4231
C 3.9650 0.4190 -3.7270
C -3.8680 4.1675 -0.2722
C -3.8567 1.6656 -0.7611
C 2.4805 0.6368 -3.9016
C -2.7699 -2.8785 -0.6627
C 1.7114 2.5584 1.0082
C 1.3627 3.6852 1.7431
C 1.6471 -3.1114 1.1648
C 2.1884 -4.5616 -2.7264
C 2.5845 -3.1689 -3.1465
C 3.6108 -0.0755 0.4114
C -1.7233 1.8997 1.1929
C 0.0021 3.5706 2.0417
C -3.7578 -0.6611 -0.0260
C -5.1563 1.4386 -1.2038
C -5.0641 -0.8311 -0.4694
C -1.9718 0.0881 4.8007
C 3.3299 -1.5164 0.7309
C -3.2486 3.0192 -1.0695
C 0.3179 -3.4547 0.5447
C -3.0260 -1.8825 0.4690
C 2.0675 -0.3395 4.1206
C -1.2192 -3.0956 3.6304
C -5.7707 0.2116 -1.0404
C -0.4239 2.3779 1.4694
C -3.1849 0.6094 -0.1190
H 4.4792 0.5932 -4.6734
H -1.2381 -3.4518 4.6570
H 2.6718 2.3145 0.5861
H -2.1667 3.0099 -0.9415
H -1.4370 0.9638 5.1598
H -3.7066 4.0573 0.8024
H -0.4939 -2.8619 0.9734
H 2.2402 1.6833 -4.0747
H 3.6661 -3.0320 -3.1470
H 2.4364 -3.6900 0.6827
H 2.6465 -0.5317 3.2203
H -1.0141 -3.9245 2.9576
H 2.5352 0.4495 4.6999
H 3.6058 -2.1522 -0.1128
H -3.0439 0.2403 4.8706
H 2.0726 0.0594 -4.7321
H 1.6698 -3.3444 2.2327
H -2.2771 -3.7807 -0.2959
H -3.7103 -3.1820 -1.1225
H 0.0867 -4.5060 0.7300
H 3.9026 -1.8438 1.6055
H 2.9896 0.2695 -0.4187
H -2.1491 -2.4396 -1.4475
H -1.6807 -0.7869 5.3805
H 0.3272 -3.2871 -0.5304
H 2.6253 -5.2906 -3.4110
H 4.3807 1.0983 -2.9819
H -2.5882 2.4186 1.5951
H -2.0875 -1.5990 0.9550
H 2.0198 4.4989 2.0033
H -2.1786 -2.6424 3.3798
H 1.1034 -4.6719 -2.7583
H -5.6840 2.2437 -1.7032
H -3.4115 3.2061 -2.1329
H 2.5438 -4.7863 -1.7188
H 4.1705 -0.6059 -3.4126
H 1.9906 -1.2466 4.7171
H -5.5269 -1.8071 -0.3727
H -0.6156 4.2777 2.5749
H 4.6547 0.0300 0.1112
H -3.4446 5.1251 -0.5773
H -6.7848 0.0582 -1.3873
H -4.9464 4.2138 -0.4290
H -3.6210 -2.3570 1.2551
H 3.4508 0.5649 1.2788
H 2.1941 -2.9369 -4.1365
```